The following is a DFT calculation (the ωB97M-V functional and the def2-TZVPD basis) of a structure of composition C24H24CaF4N5O5S at a distorted geometry.

Output
Energy relative to the best compared isomer or geometry (same formula, charge and spin) ... 3.4 kcal per mole
Gap between HOMO and LUMO ... 6.99 eV
Electronic energy ... -3054.3986 a.u.
Highest occupied orbital energy ... -4.701 eV
LUMO level ... 0.084 Ha

Geometry as ORCA input:
```
! RIJCOSX wB97M-V def2-TZVPD def2/J DEFGRID3
* xyz -1 1
C 1.4472 -5.6425 0.1329
C -1.5168 -0.7416 2.4933
H -0.3565 -4.5770 -1.6466
H 1.9659 -5.2006 -0.7177
C 7.0075 0.6796 0.1358
C -3.5220 -2.5600 2.6233
H -1.5410 1.0949 -1.8538
H -3.3028 -2.5110 4.7679
C -2.0906 -1.1281 1.2453
N -1.5956 -0.5822 0.1335
H -1.7860 -0.0420 -3.1962
H -1.7200 -4.3695 -0.5328
N 0.6700 -2.3623 0.9238
H 5.5712 1.8802 1.2756
Ca 0.4998 0.1846 0.2211
H 0.4421 1.0946 -3.9238
O 2.7349 5.7642 1.9848
N 4.7074 0.3363 0.2493
C -1.9360 -1.2113 3.7064
O 4.1708 3.1800 2.1417
H 0.1487 -5.3187 2.5817
S 3.3118 -1.5269 -0.9928
H 1.4878 -1.5241 -2.9690
C 4.7482 -0.7315 -0.6078
F -0.4659 0.1386 2.4544
O 0.3322 5.3087 0.3119
O 2.3284 1.0963 1.1061
F -3.7179 -2.6032 0.2841
C 0.7763 0.9831 -2.8812
C 5.7816 1.0425 0.6183
C 0.9928 2.9935 0.5725
C -2.0899 -0.8667 -1.2022
C 2.1348 2.3826 1.1432
H -0.0445 -2.2342 -2.4456
O 0.0692 2.3544 -0.0273
C 7.0188 -0.4217 -0.7295
C 1.0807 4.4609 0.7439
C -3.1154 -2.0898 1.3909
H 1.8519 0.8019 -2.8745
H 2.1255 -5.6300 0.9860
H -1.4391 -4.8929 1.9295
H -1.1049 -5.9937 -0.8936
C -0.5102 -5.4249 1.7202
H -0.7344 -6.4840 1.5796
H -1.9353 -1.9145 -1.4980
C 3.0472 3.3667 1.6831
C 0.4781 -3.4667 0.6892
H 1.1999 -6.6792 -0.1025
F -1.3294 -0.7665 4.8212
N 0.0979 -0.1450 -2.2292
H -3.1676 -0.6898 -1.2985
H 3.7626 0.6570 0.5865
H 7.9022 1.2201 0.4000
C -1.3682 0.0678 -2.1834
C 0.4095 -1.3784 -2.9445
H 0.0287 -1.3339 -3.9769
N 5.9612 -1.1050 -1.1009
C 0.1544 -4.8852 0.4482
H 0.5610 1.9046 -2.3416
C 2.3544 4.7075 1.5468
H 7.9631 -0.7631 -1.1463
C -0.8201 -4.9522 -0.7335
C -2.9629 -2.1424 3.8134
F -4.5131 -3.4786 2.6440
*
```

Here are the Löwdin charges for atoms 1 to 2, given in e:
1 C -0.04
2 C -0.16